One molecule with the formula C4H3NO3 at a distorted geometry. Source: the OMol25 dataset; level of theory: the ωB97M-V functional and the def2-TZVPD basis.

Summary:
HOMO energy in Ha: -0.351
Gap between HOMO and LUMO in eV: 9.334
Energy relative to the best compared isomer or geometry (same formula, charge and spin) in kcal per mole: 68.46
Structure (SMILES): O=c1ncocc1O

Each atom is followed by the atoms it is bonded to, with distances in Å.
Positions of all 11 atoms, in Å:
1 O 1.24 1.59 -0.18  C2 1.236
2 C 0.24 0.86 -0.18  O1 1.236, N3 1.358, C7 1.491
3 N -0.99 1.25 0.22  C2 1.358, C4 1.215
4 C -1.81 0.36 0.18  N3 1.215, O5 1.405, H9 1.106
5 O -1.55 -0.95 -0.25  C4 1.405, C6 1.420
6 C -0.24 -1.42 0.05  O5 1.420, C7 1.308, H10 0.997
7 C 0.73 -0.55 -0.04  C2 1.491, C6 1.308, O8 1.381
8 O 2.04 -0.91 0.16  C7 1.381, H11 1.065
9 H -2.91 0.44 0.32  C4 1.106
10 H -0.26 -2.40 -0.15  C6 0.997
11 H 2.69 -0.09 0.37  O8 1.065